No. 1
17
Properties=species:S:1:pos:R:3:lowdin_charge:R:1 method="wB97M-V/def2-TZVPD" homo_lumo_gap_ha=0.3650 smiles=C[N@@H+]1CCPC1 e_homo_ev=-13.28 de_lowest_ev=1.7772 charge=+1 molar_mass_g_mol=104.1
C -0.3902 -1.1739 -0.4599 -0.059
C 1.2220 -1.2982 0.2611 -0.341
C 0.4979 1.0067 -0.8382 -0.304
C -1.3376 0.7528 0.7592 -0.063
N -0.7333 0.2604 -0.4281 -0.258
P 1.9539 0.3212 0.1319 0.937
H -0.0794 -1.4079 -1.4265 0.091
H -1.1590 -1.7909 -0.0020 0.132
H 1.1466 -1.5687 1.2978 0.050
H 1.8332 -2.1109 -0.2874 0.104
H 0.6736 0.7550 -1.8299 0.070
H 0.4867 2.0689 -0.9031 0.095
H -0.8957 0.3403 1.7063 0.117
H -1.1801 1.8915 0.7798 0.136
H -2.4539 0.5814 1.0412 0.148
H -1.4439 0.5764 -1.1805 0.231
H 1.8593 0.7959 1.3784 -0.087



No. 2
55
Properties=species:S:1:pos:R:3:lowdin_charge:R:1 method="wB97M-V/def2-TZVPD" homo_lumo_gap_ha=0.2963 smiles="CCn1cc([N+](=O)[O-])c(C(=O)N2N=C(c3cccc4ccccc34)C[C@@H]2c2ccccc2O)n1" e_homo_ev=-8.19 de_lowest_ev=0.5799 charge=0 molar_mass_g_mol=455.5
C 0.4427 -1.8117 -5.4077 -0.070
H 1.4429 -1.4252 -5.2264 0.074
H -0.2814 -1.0912 -5.0369 0.075
H 0.3024 -1.9316 -6.4779 0.073
C 0.2483 -3.1527 -4.7055 -0.180
N 0.3906 -3.0072 -3.2807 -0.150
C 1.5152 -3.0112 -2.5662 0.048
C 1.1426 -2.7649 -1.2487 -0.092
C -0.2674 -2.6158 -1.2908 -0.127
N -0.6835 -2.7658 -2.5280 0.177
C -1.2115 -2.3415 -0.1611 -0.387
O -1.8654 -3.1978 0.3915 0.118
N -1.2714 -1.0274 0.1324 -0.011
N -0.5181 -0.1073 -0.5148 0.199
C -0.7113 1.0467 -0.0082 -0.223
C -0.1091 2.2608 -0.5548 -0.115
C -0.3412 2.5650 -1.8768 -0.019
C 0.1163 3.7665 -2.4311 -0.071
C 0.7996 4.6637 -1.6592 -0.031
C 1.0975 4.3720 -0.3120 -0.163
C 1.8401 5.2654 0.4889 -0.036
C 2.1665 4.9467 1.7765 -0.081
C 1.7845 3.7075 2.3122 -0.070
C 1.0518 2.8248 1.5682 -0.014
C 0.6602 3.1431 0.2506 -0.100
H 0.7986 1.8568 1.9703 0.089
H 2.0814 3.4519 3.3187 0.104
H 2.7364 5.6355 2.3827 0.102
H 2.1565 6.2043 0.0569 0.111
H 1.1341 5.6045 -2.0725 0.111
H -0.0917 3.9824 -3.4688 0.103
H -0.9061 1.8736 -2.4843 0.112
C -1.7415 1.0465 1.1038 -0.015
H -1.3396 1.4329 2.0384 0.118
H -2.5934 1.6669 0.8185 0.131
C -2.1058 -0.4438 1.2014 -0.154
C -1.7925 -1.0943 2.5209 -0.127
C -2.7820 -1.7284 3.2548 -0.028
C -2.4810 -2.3970 4.4272 -0.086
C -1.1696 -2.4572 4.8646 -0.081
C -0.1708 -1.8266 4.1478 -0.011
C -0.4745 -1.1296 2.9855 -0.255
O 0.4820 -0.4495 2.2949 0.034
H 1.3391 -0.8707 2.4354 0.105
H 0.8579 -1.8783 4.4769 0.117
H -0.9204 -2.9995 5.7645 0.103
H -3.2635 -2.8881 4.9847 0.100
H -3.7980 -1.7118 2.8892 0.116
H -3.1553 -0.6319 0.9508 0.156
N 2.0115 -2.6778 -0.1503 -0.341
O 1.5350 -2.5175 0.9574 0.087
O 3.2053 -2.7636 -0.3750 0.084
H 2.4863 -3.1889 -2.9812 0.142
H 0.9802 -3.8824 -5.0599 0.124
H -0.7600 -3.5294 -4.8869 0.124



No. 3
22
Properties=species:S:1:pos:R:3:mulliken_spin:R:1 method="wB97M-V/def2-TZVPD" multiplicity=2 homo_lumo_gap_ha="0.1033 / 0.3503" e_homo_ev="0.84 / -6.05" de_lowest_ev=2.1292 charge=-1 s_squared=0.75 molar_mass_g_mol=117.1
H 0.6881 1.0104 -0.5045 0.265
O -0.4435 1.5743 -0.5182 -0.491
N 1.6264 0.1068 -0.6335 0.977
H -0.2938 2.3234 0.0082 0.254
H 1.4107 -0.0402 -1.5835 -0.456
C 1.1916 -1.0423 0.1070 1.450
H 0.0741 -0.9991 0.3172 -0.091
H 1.6338 -0.9320 1.0459 -0.158
H 2.4376 0.6456 -0.2854 -0.900
C 1.4149 -2.4757 -0.4665 0.203
H 1.3649 -2.3401 -1.5819 -0.148
H 2.3648 -2.9578 -0.2039 -0.118
H 0.6363 -3.0935 -0.0017 -0.041
O -2.1580 1.4825 1.2661 0.315
H -1.5512 1.5554 0.6312 -0.014
H -3.0009 1.4190 0.8941 -0.142
O -1.9157 1.4262 -2.5204 0.242
H -2.4403 1.4521 -1.7655 -0.037
H -0.8994 1.3367 -2.1075 0.083
O -0.4957 -0.3763 2.3757 -0.217
H -0.4751 -0.3960 3.3805 0.021
H -1.1696 0.3207 2.1466 0.002